# CH2BNO2

The molecule CH2BNO2 at a distorted geometry (wB97M-V/def2-TZVPD, the OMol25 dataset).

```
7
Properties=species:S:1:pos:R:3:forces:R:3:nbo_charge:R:1
N 1.3536 2.5685 0.1795 0.323 0.542 0.109 -0.4081
O -0.8972 -0.2983 -1.0730 -0.114 2.886 -0.138 -0.8822
C 0.6689 1.6517 0.2474 -2.468 -3.757 -0.594 -0.0142
H -1.0188 -1.1522 -1.3732 -0.611 -2.767 -0.893 0.5061
H 0.0654 -1.7884 0.9174 -0.342 -2.974 -0.248 0.5011
B -0.2735 -0.0971 0.0595 2.749 3.853 0.546 1.1773
O 0.1016 -0.8842 1.0424 0.464 2.218 1.218 -0.8800
```
Forces are in eV/Å.

Summary:
**HOMO energy**: -11.43 eV
**Total charge**: 0

=====

# C4H11N2

The ion C4H11N2 with charge +1 at a distorted geometry (wB97M-V/def2-TZVPD, the OMol25 dataset).

```
17
Properties=species:S:1:pos:R:3:forces:R:3:nbo_charge:R:1
H 2.2987 0.4590 0.8898 -0.300 -0.958 -0.839 0.1786
H 1.4390 0.9491 -1.4879 -0.266 -0.659 -0.621 0.2089
H 2.2599 -1.3213 0.4191 0.577 1.623 -0.635 0.2245
C 1.2056 -0.0131 -1.0011 -0.336 -1.507 0.229 -0.4303
H 3.3590 0.0272 -0.3641 -0.651 -0.881 -0.350 0.2462
H -0.7755 1.5902 1.1703 -0.857 -0.045 0.273 0.4393
N -2.2070 -0.8699 0.6188 -0.554 0.454 0.781 -0.7692
H -0.9149 2.0953 -0.5413 1.373 -0.705 2.700 0.4614
H 1.3347 -0.9987 -1.6808 -1.186 2.802 0.880 0.2611
C -0.9475 -0.8688 0.1453 0.585 -1.375 -0.027 0.0645
C -0.2445 0.1764 -0.2996 4.011 -1.533 -0.537 -0.0633
H -2.5450 -1.6534 1.1319 -0.027 -0.580 0.151 0.4140
C 2.3470 -0.2581 -0.0072 -0.022 0.417 2.568 -0.6231
H -2.7391 -0.0336 0.8321 0.321 -0.070 -0.318 0.3887
H -0.4269 -1.8945 0.1266 -1.167 1.596 -0.559 0.2427
N -0.3582 1.5322 0.2536 -4.824 0.055 -3.687 -0.6760
H 0.5030 1.9260 0.3728 3.322 1.367 -0.009 0.4319
```
Forces are in eV/Å.

Summary:
**HOMO energy**: -12.81 eV
**Total charge**: +1

=====

# C27H35ClF4I2NO3P2

A cluster of 4 separate species, C27H35ClF4I2NO3P2 in total (wB97M-V/def2-TZVPD, the OMol25 dataset).

```
75
Properties=species:S:1:pos:R:3:forces:R:3:mulliken_charge:R:1
C -6.9369 2.1975 -7.6876 0.004 -0.019 0.017 -0.2898
H 1.8156 -1.9050 6.4441 -0.014 -0.007 -0.026 0.3643
C 4.4826 -0.0448 5.6058 -0.156 0.001 -0.094 0.4547
C 2.9697 -4.8539 -1.1577 0.011 -0.068 0.041 -0.6439
F 2.1514 0.9891 2.9092 -0.047 0.133 0.267 -0.4248
C 2.5633 -5.3258 -2.3971 -0.008 0.020 -0.018 -0.2827
C -3.8111 1.7919 0.4242 -0.037 -0.235 -0.282 -1.7567
H -7.6443 0.2857 -7.0203 -0.003 -0.004 -0.002 0.3615
H 4.6009 0.1971 0.8970 0.002 -0.007 -0.089 0.3287
C 2.5058 -1.0723 6.4329 -0.007 0.018 0.031 -0.2665
H 4.7835 0.1432 2.6528 0.211 0.148 -0.002 0.3037
C -7.0343 1.1478 -6.7855 -0.012 -0.023 0.005 -0.4952
N 1.9631 2.4755 -1.2858 0.040 -0.177 -0.069 -0.4835
H 3.1693 -5.5230 -0.3317 -0.007 0.019 0.017 0.4245
C 4.1827 0.5406 1.8401 -0.266 -0.051 0.186 -1.4824
H 4.2010 1.6293 1.8881 0.066 0.038 -0.188 0.3807
H 4.9413 1.9224 6.2936 0.000 -0.001 -0.025 0.4208
H 2.6117 0.0714 -0.0916 0.004 0.082 -0.010 0.3285
H 1.3664 0.0983 7.8213 -0.010 0.004 -0.004 0.3709
H 1.9920 -4.8142 -4.4000 -0.003 0.002 -0.006 0.3749
C -6.1550 3.3048 -7.3917 -0.014 0.044 -0.060 -0.4608
C -2.4954 1.5729 -0.3106 -0.465 0.408 0.073 0.4281
H -5.0120 2.3592 -4.3362 -0.036 0.031 -0.070 0.3230
H -0.8587 2.9635 -0.4443 0.119 -0.030 0.045 0.9108
H 1.7156 -1.2014 0.6802 -0.214 0.010 -0.052 -0.1150
F -4.7202 4.4081 -5.8995 -0.001 0.007 -0.005 -0.3016
C 2.3125 -4.4413 -3.4362 -0.003 -0.003 -0.027 -0.5640
H -4.0874 2.8413 0.4677 0.048 0.055 0.191 0.4634
C -1.1909 2.1685 0.2158 -0.299 -0.194 0.159 -1.4950
C 3.1159 -3.4918 -0.9842 -0.037 -0.002 -0.051 0.5095
H 2.2664 -2.3821 -4.0384 -0.019 0.017 0.002 0.3725
H 2.4380 -6.3900 -2.5481 0.005 -0.012 0.005 0.3547
C 1.9380 -0.1359 0.7437 0.295 0.176 0.016 -0.5040
H -2.3834 0.5135 -0.4965 0.237 -0.029 -0.171 0.3095
C -6.3454 1.2058 -5.5814 -0.028 -0.009 -0.045 -0.4316
C 3.1282 1.1297 7.1639 -0.028 -0.034 -0.002 -0.2936
O -0.3079 0.3754 1.9556 0.074 -0.085 0.123 -0.4694
H -0.3058 -2.2377 0.6194 0.096 0.029 -0.120 0.2864
H -7.4695 2.1562 -8.6287 -0.007 0.008 -0.008 0.3458
O -0.4548 -0.4200 -0.3448 -0.235 0.069 -0.063 -0.6238
H 2.7729 -0.8708 2.5756 -0.170 -0.026 0.132 -0.1226
H -6.0647 4.1363 -8.0774 0.019 0.006 0.012 0.4103
H 2.6797 2.3086 -1.9788 0.042 0.011 -0.049 0.2225
C -5.5582 2.3043 -5.2705 0.041 -0.006 0.107 -0.2895
H 3.8353 -1.9854 4.9961 0.001 0.007 -0.012 0.3804
H 2.9780 -1.5285 -1.8162 -0.014 -0.014 0.054 0.2772
H -4.6021 1.2569 -0.1053 -0.018 -0.015 0.010 0.4655
P -0.9813 -1.7038 3.4219 0.086 0.019 -0.105 0.1514
H 1.0332 2.0508 1.0124 -0.236 -0.003 0.274 0.2008
H 1.3761 0.5172 -1.8027 0.026 -0.060 0.127 0.2898
C 4.2552 1.0889 6.3567 0.071 0.058 0.029 -0.5019
H -1.9288 -1.7783 0.1355 -0.066 0.123 -0.097 0.3551
C 2.2534 0.0534 7.2039 -0.008 0.006 0.015 -0.6162
C -0.9778 -1.3784 0.5086 0.136 -0.349 0.214 -0.8183
I -1.4862 3.3621 2.0290 0.056 -0.054 -0.119 -0.0865
C 0.9555 1.3979 -1.3145 -0.121 0.101 -0.042 -1.2050
H 2.9244 2.0161 7.7498 0.004 0.011 0.007 0.3560
H 0.0936 1.6780 -1.9258 -0.052 -0.040 -0.039 0.3207
F 5.5566 -0.0824 4.7874 0.152 -0.024 0.175 -0.3788
H 1.5421 3.3610 -1.5304 -0.035 0.092 0.134 0.2026
C 3.6311 -1.1297 5.6255 -0.003 -0.059 -0.068 -0.3049
P 0.3778 0.9323 0.4398 0.625 -0.129 -0.504 1.3616
H -6.4165 0.3897 -4.8747 0.014 -0.005 0.012 0.3675
H -2.2201 -0.3480 1.9770 -0.074 -0.021 -0.045 -0.0392
C 2.4669 -3.0765 -3.2335 -0.009 -0.044 -0.001 -0.4526
I -2.8497 2.3375 -2.3520 0.043 -0.089 -0.038 0.0284
H -2.8743 -2.3394 2.6164 -0.283 -0.075 -0.275 0.3373
O -2.1781 -2.8090 3.0815 0.108 -0.047 0.293 -0.5487
C -1.1678 -0.7019 1.8751 -0.021 0.571 0.162 0.3167
Cl 0.6725 -2.8690 2.9426 0.085 -0.112 0.061 -0.2454
F 3.5123 -3.0343 0.2158 0.061 -0.023 0.036 -0.2705
C 2.8690 -2.5888 -1.9995 0.011 0.102 0.007 -0.0806
H -3.7414 1.3751 1.4289 0.046 0.142 0.120 0.3782
C -5.4811 3.3331 -6.1870 -0.018 -0.025 -0.002 0.3740
C 2.7407 0.0751 2.0315 0.247 -0.359 -0.271 1.1319
```
Forces are in eV/Å.

Summary:
**HOMO energy**: -4.70 eV
**Total charge**: -1

=====

# C4H7NiO2

A structure of composition C4H7NiO2 at a distorted geometry (wB97M-V/def2-TZVPD, the OMol25 dataset).

```
14
Properties=species:S:1:pos:R:3:forces:R:3:nbo_charge:R:1
C 1.8580 0.0789 -0.8693 -0.685 -0.525 0.558 -0.0434
O -2.4671 -0.6355 1.2729 1.318 0.351 -0.396 -0.8426
H 1.0378 1.3254 0.6561 -0.405 -0.098 -0.084 0.1832
H -1.9361 1.0219 0.2339 0.231 0.308 0.801 0.1136
C 0.6397 0.7318 -0.1837 0.088 -0.119 -0.518 -0.4204
Ni -4.3183 -0.5877 1.4521 -0.964 0.066 0.072 -0.0116
H 0.9529 -1.2928 0.4551 2.653 1.074 -1.159 0.4468
H 1.5567 -0.1395 -1.9186 0.458 0.208 0.118 0.1189
H -0.4438 -1.2890 -0.2455 0.132 0.223 -0.035 0.2677
H 0.1275 1.4054 -0.8891 0.171 0.111 0.146 0.1742
C -0.2951 -0.3604 0.3315 -0.059 0.382 -0.252 -0.6644
O 2.1552 -1.1088 -0.1845 -2.349 -0.516 1.389 -0.8383
C -1.5862 0.0756 0.6952 -0.366 -1.229 -0.222 0.3747
H 2.7186 0.7747 -0.8060 -0.222 -0.236 -0.419 0.1415
```
Forces are in eV/Å.

Summary:
**<S²>**: 2.00
**Multiplicity**: 3
**HOMO energy (alpha / beta)**: -2.14 / -3.80 eV
**Total charge**: -1

=====

# C27H29N3O2

The molecule C27H29N3O2 (wB97M-V/def2-TZVPD, the OMol25 dataset).

```
61
Properties=species:S:1:pos:R:3:forces:R:3:nbo_charge:R:1
H -2.7445 -1.2070 4.4253 -0.067 0.044 0.024 0.2127
H -1.6059 1.8752 -2.8080 0.133 -0.046 -0.001 0.1918
H 2.2469 2.2264 5.7421 -0.028 0.071 0.034 0.2118
C 3.3529 -1.0111 3.9902 -0.077 0.040 -0.095 -0.2089
C -0.6022 -3.7435 3.8275 -0.035 -0.097 0.062 -0.2199
N -5.7124 -1.4820 -7.6718 -0.268 -0.077 -0.200 -0.3166
C -1.7379 -3.0893 4.2711 -0.055 -0.097 0.047 -0.2173
H 0.7050 -0.9628 -0.2640 -0.039 -0.011 0.046 0.1720
H 0.4794 1.3760 -4.7180 -0.082 -0.002 0.087 0.1836
H -0.5008 -4.8096 3.9693 0.003 -0.083 0.010 0.2124
C -2.0807 0.6529 -5.3778 0.286 0.124 0.208 -0.3428
H 1.2898 -3.5523 2.8520 0.099 -0.039 -0.056 0.2007
H 2.6172 0.3371 0.2376 -0.005 0.028 0.065 0.1701
H 0.9806 1.3723 3.8069 -0.114 0.082 -0.050 0.2137
H -2.5262 -3.6421 4.7605 -0.062 -0.044 0.032 0.2133
H 0.0318 3.7872 -4.0402 -0.054 -0.025 0.014 0.4652
C 0.2931 -1.6646 3.0082 -0.134 -0.215 -0.142 -0.0307
C 0.0876 2.7237 -1.7457 -0.161 -0.069 -0.101 -0.2316
N 0.9311 0.1748 1.5085 0.077 -0.155 0.069 -0.4474
C 2.5589 1.3154 5.2521 -0.042 0.053 0.041 -0.2205
N 0.5754 1.6394 -0.9194 -0.015 0.176 0.071 -0.4526
C -1.5521 -0.3174 -4.5278 -0.124 -0.171 -0.097 0.4085
H 1.1002 0.8865 -3.1111 -0.108 0.031 -0.155 0.2241
H 2.6570 1.3257 1.7209 -0.012 -0.017 -0.099 0.2207
O -0.4899 -0.1422 -3.7019 -0.315 -0.442 -0.011 -0.5077
C 0.1110 -0.3374 0.4264 -0.361 0.083 -0.129 -0.2327
H 0.8585 2.7681 0.8533 0.041 0.009 -0.015 0.1695
O -0.8005 3.3152 -3.9188 -0.034 0.438 -0.179 -0.7105
H 0.9577 3.3253 -2.0365 -0.032 0.029 0.004 0.1883
C -2.1283 -1.5925 -4.4971 0.143 0.139 0.097 -0.2726
C -3.2003 -1.8974 -5.3017 0.004 0.152 -0.054 -0.1411
H 2.2353 2.7166 -0.2784 -0.034 0.014 0.025 0.2012
C -0.5977 2.2375 -3.0330 0.209 -0.464 0.143 0.0644
H -0.9427 0.0495 3.3067 -0.021 0.147 -0.025 0.2222
C 1.4230 2.1268 0.1543 0.275 -0.159 0.045 -0.2191
H -0.6124 3.3857 -1.2049 0.100 -0.002 -0.060 0.1835
C -1.8590 -1.7225 4.0829 -0.047 0.049 0.038 -0.2020
H 4.9330 -1.0761 5.4280 0.069 -0.038 0.028 0.2129
C 2.2366 -0.3299 3.5260 0.281 0.072 -0.027 -0.0272
C -0.4881 0.8235 -0.3583 0.026 -0.287 -0.014 -0.2225
H -1.1358 1.4175 0.3096 -0.023 -0.019 -0.028 0.1694
C -0.8483 -1.0138 3.4604 0.018 -0.033 -0.019 -0.2170
H 4.2279 1.0015 6.5579 0.046 0.030 0.061 0.2131
H 3.6686 -1.9204 3.4981 0.025 -0.091 -0.075 0.2085
C -4.8213 -1.2329 -6.9935 -0.473 -0.124 -0.362 0.2812
C 1.4267 -0.8871 2.3753 -0.009 -0.022 0.075 -0.0835
H -0.6938 -0.9473 0.8400 0.047 0.024 -0.088 0.2214
H -1.7069 -2.3264 -3.8284 0.046 -0.091 0.064 0.2267
C 0.1999 1.0874 -3.6962 0.171 0.496 0.013 -0.1136
C -3.7239 -0.9270 -6.1610 0.687 0.291 0.487 -0.2266
C 2.0088 0.9513 0.9264 0.084 0.400 -0.010 -0.2297
H -1.6766 1.6518 -5.4043 0.091 0.103 0.029 0.2463
H 2.0628 -1.5920 1.8031 -0.078 0.072 0.108 0.1807
H -3.6411 -2.8829 -5.2761 -0.017 -0.054 0.002 0.2284
H -3.5654 1.0981 -6.8455 -0.022 0.037 -0.031 0.2270
C -3.1563 0.3457 -6.1875 -0.155 -0.311 -0.017 -0.1163
C 3.6711 0.6291 5.7108 0.086 0.001 0.085 -0.2180
C 0.4065 -3.0345 3.1986 0.019 0.106 -0.068 -0.1577
C 1.8434 0.8368 4.1704 0.028 -0.027 -0.017 -0.1657
H -1.0921 0.4196 -1.1706 -0.066 -0.008 0.021 0.2086
C 4.0659 -0.5358 5.0770 0.078 -0.021 0.092 -0.2024
```
Forces are in eV/Å.

Summary:
**HOMO energy**: -8.83 eV
**Total charge**: 0

=====

# C6H8N2O4

A structure of composition C6H8N2O4 at a distorted geometry (wB97M-V/def2-TZVPD, the OMol25 dataset).

```
20
Properties=species:S:1:pos:R:3:forces:R:3:nbo_charge:R:1
C 0.3129 0.8107 1.0887 -2.038 -1.169 -2.479 0.7895
O 0.5336 -1.7176 -1.0865 4.736 4.860 -5.892 -0.7361
H -3.0103 0.0209 3.1961 0.874 0.457 -0.907 0.2443
C 1.2450 -0.8869 -2.0998 -4.374 -2.359 -0.667 0.8054
N 0.0544 1.3990 2.2015 2.864 1.988 5.613 -0.6122
O 1.2903 1.1271 0.4393 1.300 -1.012 -1.158 -0.6726
N -0.7133 -0.0306 0.6279 -0.001 -4.572 -1.606 -0.6576
H 1.7609 0.2727 -0.9573 0.869 1.842 0.518 0.5374
H -0.0477 -1.0001 -4.4418 3.664 0.020 2.699 0.2666
C -1.0471 1.1616 3.0635 -0.325 2.140 1.211 0.6360
C -2.1835 0.2965 2.4941 1.780 -1.139 -0.165 -0.3924
O -0.9527 1.8139 4.1252 -1.239 -2.247 -1.770 -0.5918
O 1.9451 0.2259 -1.9519 -1.706 -3.136 3.088 -0.6335
H -2.5547 -1.3072 1.1661 0.933 0.451 -1.078 0.2434
C -1.8800 -0.4535 1.3347 0.989 3.695 3.660 0.0743
H 1.7882 -2.0818 -4.1217 -1.775 4.290 0.565 0.2718
H -0.2641 -0.9025 0.0251 -0.775 2.553 0.611 0.4738
H 1.0515 1.8107 2.7331 -4.284 -1.151 -1.981 0.4519
H 1.5403 0.3610 -4.0300 -0.790 -4.793 0.110 0.2783
C 1.1313 -0.9197 -3.8066 -0.701 -0.719 -0.371 -0.7767
```
Forces are in eV/Å.

Summary:
**HOMO energy**: -9.32 eV
**Total charge**: 0

=====

Number 1: calculated total energy -269.44218 hartree. Number 2: calculated total energy -268.20027 hartree. Number 3: calculated total energy -3468.11532 hartree. Number 4: calculated total energy -1815.24780 hartree. Number 5: calculated total energy -1360.98885 hartree. Number 6: calculated total energy -643.71252 hartree.